Density functional theory data (ωB97M-V/def2-TZVPD) for a molecular structure, C38H30AlN5O3PS6.

Structure (XYZ):
```
84
Properties=species:S:1:pos:R:3:mulliken_charge:R:1
Al -1.33010 0.00029 1.01051 -0.9623
O -4.56686 1.92002 -0.28683 -0.6116
C -3.73494 1.28752 0.30590 -0.2832
N -2.36547 1.45957 0.33289 0.5426
C -1.85725 2.72377 0.50417 -0.4040
O -2.17257 3.75788 -0.02701 -0.6384
C -0.87103 2.72746 1.66828 0.9632
C -0.37330 3.91419 2.16791 -0.5761
C 0.41146 3.87784 3.31001 -0.6054
C 0.67037 2.65554 3.90965 -0.8976
C 0.14600 1.50826 3.34141 -0.2518
N -0.61319 1.54066 2.24400 0.7462
C -4.12938 0.25442 1.35205 1.1513
C -5.45302 0.04035 1.67157 -0.8500
C -5.75003 -0.74116 2.77925 -0.4517
C -4.71277 -1.27380 3.52583 -0.8091
C -3.41113 -1.05151 3.11299 -0.0815
N -3.11906 -0.30658 2.04462 0.3345
H -0.63145 4.83276 1.66008 0.6490
H 0.80678 4.79141 3.73427 0.4857
H 1.26542 2.58339 4.80875 0.4932
H 0.33297 0.53127 3.76779 0.6123
H -6.21285 0.51556 1.06772 0.5882
H -6.77820 -0.92221 3.06254 0.4562
H -4.89935 -1.87812 4.40165 0.4832
H -2.57934 -1.49846 3.64026 0.4791
C -2.40121 -3.61730 -3.76529 -0.8327
S -1.26913 -4.28747 -2.52249 -0.1294
C -2.26661 -4.16927 -1.08324 0.4409
C -2.58519 -3.03771 -0.41820 -0.1849
S -2.06593 -1.42249 -0.85349 -0.5040
S -3.70637 -3.26016 0.89615 0.2177
C -3.85650 -4.98991 0.82950 0.0589
S -4.77627 -5.84256 1.87160 -0.2139
S -2.97987 -5.65958 -0.50344 -0.1594
H -1.90710 -3.72628 -4.72990 0.3872
H -2.60832 -2.56763 -3.56690 0.2017
H -3.32335 -4.19309 -3.77528 0.3790
O 0.14465 0.39887 -0.10063 0.4559
P 1.37232 0.97463 -0.78603 2.1424
C 1.89244 -0.16892 -2.07353 1.2079
C 3.23509 -0.48404 -2.27936 -0.7911
C 3.59717 -1.35446 -3.29730 -0.8342
C 2.62464 -1.90975 -4.11681 -0.6393
C 1.28517 -1.60672 -3.90944 -1.3245
C 0.91527 -0.74601 -2.88804 0.0116
C 2.74812 1.19544 0.33682 0.0325
C 2.72952 0.56108 1.57435 -0.0239
C 3.81669 0.67426 2.43021 -1.2869
C 4.92104 1.42133 2.05096 -0.6787
C 4.94463 2.05844 0.81485 -0.8017
C 3.86378 1.94718 -0.04269 -0.2487
C 0.97754 2.56028 -1.51581 0.7131
C 0.18794 2.59434 -2.66783 -0.6022
C -0.25178 3.80453 -3.17277 -0.8069
C 0.10159 4.98891 -2.54125 -0.6220
C 0.89315 4.96389 -1.40342 -0.8312
C 1.32499 3.75404 -0.88383 -0.6167
H 4.00259 -0.06192 -1.64470 0.3534
H 4.64082 -1.59369 -3.45263 0.4791
H 2.91006 -2.58062 -4.91657 0.4362
H 0.52385 -2.04180 -4.54232 0.5134
H -0.13433 -0.55175 -2.70826 0.1341
H 1.86435 -0.01514 1.87697 0.1593
H 3.79586 0.17632 3.39095 0.5615
H 5.76834 1.51145 2.71786 0.4559
H 5.80572 2.64370 0.52159 0.4702
H 3.88490 2.44964 -1.00261 0.5574
H -0.09295 1.67941 -3.17149 0.2663
H -0.87560 3.82370 -4.05566 0.4597
H -0.24566 5.93422 -2.93605 0.4134
H 1.16866 5.88822 -0.91302 0.4669
H 1.92566 3.74344 0.01633 0.5004
S -0.27273 -1.69833 2.29973 -0.7237
C 0.90962 -2.44794 1.30366 0.9482
N 0.77051 -2.48540 -0.04160 1.0906
C 1.68937 -3.05038 -0.84164 -0.0472
C 2.79195 -3.63150 -0.28290 -0.8829
C 2.87796 -3.58338 1.11062 -0.3704
N 1.97599 -3.00213 1.88270 -0.5035
H -0.08088 -2.06355 -0.46255 -0.9601
H 1.47695 -3.01337 -1.90130 0.6099
H 3.54669 -4.10539 -0.89022 0.4955
H 3.72247 -4.02798 1.62539 0.4379
```

Its total charge is +1. The calculation puts the total energy at -134385.990 eV. As for the energy above the lowest of the compared OMol25 structures with the same formula, charge and spin: 0.0 kJ/mol. Its spin multiplicity is 1.

***

Density functional theory data (ωB97M-V/def2-TZVPD) for a molecular structure, C5H6O3.

Structure (XYZ):
```
14
Properties=species:S:1:pos:R:3:mulliken_charge:R:1
C -0.18574 -1.11760 0.33377 0.2674
C 1.14600 -0.50205 -0.25146 0.2503
C 1.01174 1.03556 -0.00752 -0.6101
C -0.50158 1.23618 -0.29948 -0.4068
C -1.25565 -0.11774 -0.08462 0.4377
H -1.43821 -2.65717 0.06466 0.4045
H 0.05460 -0.81738 1.45680 0.2320
H 1.86048 1.62146 -0.46925 0.3447
H 1.29866 1.28064 1.06174 0.2432
H -0.67028 1.76412 -1.27301 0.2945
H -0.88774 2.12224 0.41136 0.2442
O -0.24014 -2.41523 -0.26269 -0.5611
O 2.28347 -1.02090 -0.36996 -0.5466
O -2.47561 -0.41213 -0.31034 -0.5940
```

The calculation puts the total energy at -11421.090 eV. As for the energy above the lowest of the compared OMol25 structures with the same formula, charge and spin: 320.5 kJ/mol. Its spin multiplicity is 1.

***

Density functional theory data (ωB97M-V/def2-TZVPD) for a molecular structure, C30H42N2O2P2Tc.

Structure (XYZ):
```
79
Properties=species:S:1:pos:R:3:mulliken_charge:R:1
P 1.30190 3.32894 0.50439 1.3169
P -1.18512 2.73956 -1.81985 1.2507
C 0.90323 4.36095 -1.06396 -0.8699
C -0.58947 4.45459 -1.37986 -0.9707
H 1.43501 3.75206 -1.81744 0.2240
H 1.37505 5.34291 -0.92708 0.5774
H -1.23907 4.82183 -0.55729 0.4052
H -0.75591 5.09849 -2.27762 0.4989
C -0.46760 2.67875 -3.53251 -1.4391
H -0.32423 1.62294 -3.78315 0.3559
H 0.48088 3.22378 -3.56974 0.4546
H -1.16436 3.12150 -4.26421 0.4433
C -2.84549 3.45849 -2.68830 -1.6461
H -2.65585 4.43764 -3.15828 0.5243
H -3.71723 3.59240 -2.02761 0.0774
H -3.16900 2.81061 -3.51409 0.5189
C 3.09510 3.65184 0.74562 -1.1793
H 3.38232 3.16335 1.68946 0.3846
H 3.26597 4.74152 0.78348 0.4416
H 3.63435 3.17153 -0.08601 0.4106
C 0.61843 4.47337 1.76841 -1.3620
H -0.47880 4.47174 1.68853 0.2979
H 1.00812 5.50155 1.59789 0.4137
H 0.92954 4.11324 2.75956 0.4610
Tc 0.90733 1.34349 0.41043 0.1685
C -4.51305 -0.43435 -1.11465 -0.5188
C -3.79750 0.82251 -1.20183 0.6601
C -2.55506 0.55010 -0.27496 -0.1869
C -2.86803 1.34396 1.00936 -0.7824
C -4.00328 2.24706 0.69819 -0.1368
C -4.73662 1.86052 -0.49729 0.0527
C -5.96487 1.01510 -0.02760 -0.9804
C -5.43896 -0.44184 -0.01507 -0.4692
C 1.83839 1.47564 2.52943 -1.7159
H -4.28505 -1.30957 -1.72623 0.4577
H -3.48741 1.17609 -2.20074 0.5185
H -1.59432 0.89036 -0.72309 -1.2793
H -2.31895 -0.50971 -0.06998 0.7620
H -3.18485 0.59182 1.77257 0.4406
H -1.94659 1.81238 1.44296 0.1920
H -4.12518 3.16638 1.28588 0.4633
H -5.07718 2.72556 -1.07658 0.5754
H -6.78883 1.10228 -0.74339 0.3845
H -6.38038 1.24033 0.97072 0.3746
H -4.86559 -0.52517 0.93323 0.1576
H -6.24225 -1.19480 -0.04345 0.5239
H 1.13951 0.94465 3.19411 0.4937
H 1.98232 2.43267 3.06810 0.4901
H 2.79353 0.98151 2.78793 0.4540
O 0.20716 -1.17743 -2.09091 -0.6529
C 0.94890 -1.47498 -1.17814 -0.1341
N 1.47650 -2.74771 -0.89411 -0.0103
C 2.33943 -2.79677 0.27067 3.6294
C 2.46246 -1.28587 0.53500 -0.5466
O 3.23543 -0.79687 1.36324 -0.6392
N 1.59853 -0.57664 -0.26661 -0.3159
C 1.63393 -3.59801 1.37496 -0.7510
C 1.22765 -3.06549 2.59692 -0.3928
C 0.48929 -3.87055 3.47909 -0.8311
C 0.15361 -5.18240 3.13899 -0.4816
C 0.55759 -5.70785 1.90805 -0.8938
C 1.30915 -4.91737 1.04279 -0.0857
C 3.61307 -3.55947 -0.12744 -0.4683
C 4.24455 -4.49252 0.71439 -0.3181
C 5.02537 -5.50870 0.14351 -0.5100
C 5.20306 -5.55747 -1.24138 -0.6148
C 4.77379 -4.48554 -2.03092 -0.6126
C 4.02079 -3.45161 -1.45633 -0.5562
H 1.04560 -3.57553 -1.31416 0.2849
H 1.49204 -2.04352 2.87171 0.6294
H 0.17941 -3.46985 4.44281 0.4454
H -0.43016 -5.80951 3.81585 0.4077
H 0.30696 -6.72249 1.59842 0.4152
H 1.68579 -5.34616 0.11287 0.3922
H 4.05331 -4.45164 1.79158 0.4278
H 5.43620 -6.28457 0.79224 0.4023
H 5.72571 -6.40738 -1.69091 0.4041
H 4.97675 -4.47016 -3.10029 0.3862
H 3.68326 -2.60646 -2.06032 0.3014
```

Its total charge is +2. The calculation puts the total energy at -59618.552 eV. As for the energy above the lowest of the compared OMol25 structures with the same formula, charge and spin: 0.0 kJ/mol. Its spin multiplicity is 4.

***

Density functional theory data (ωB97M-V/def2-TZVPD) for a molecular structure, C34H39IN2OP2RhS3.

Structure (XYZ):
```
83
Properties=species:S:1:pos:R:3:mulliken_charge:R:1
Rh -0.29596 0.22689 0.04722 0.6884
C -4.06430 -5.05642 4.21731 -0.5929
S -2.54146 -5.37122 5.11933 -0.0797
C -1.52396 -3.98376 4.56870 -0.2969
C -0.93515 -4.14441 3.17267 -0.3164
C -0.02825 -2.98400 2.79021 -1.4328
N -0.72753 -1.74404 2.38008 1.4732
P 0.35164 -0.38075 2.79180 0.2836
C 0.17698 -0.44425 4.61697 0.4827
C 1.36783 -0.51142 5.33652 -0.3019
C 1.35302 -0.58262 6.72412 -0.6635
C 0.14348 -0.59485 7.39858 -0.5301
C -1.05124 -0.53194 6.68881 -0.7760
C -1.03407 -0.45444 5.30740 -0.1546
C -0.64235 1.12215 2.39538 -0.0300
C 0.15761 2.22733 2.06719 0.0939
C -0.37671 3.51220 2.04651 -0.9521
C -1.71106 3.69733 2.34682 -0.8019
C -2.52546 2.60876 2.66688 -1.3685
C -1.99994 1.33757 2.69784 0.1068
P -1.45344 -1.49572 0.88112 -0.5538
C -3.20955 -1.21793 1.25207 0.5918
C -3.78980 -1.91020 2.31076 0.4222
C -5.13823 -1.75779 2.59105 -0.3565
C -5.91749 -0.91959 1.80523 -1.0853
C -5.34249 -0.22734 0.74930 -0.8781
C -3.98873 -0.36626 0.47926 -0.2808
C -1.56535 -2.98111 -0.19266 1.5511
C -2.60935 -2.96371 -1.12350 -0.4828
C -2.76995 -3.99041 -2.03548 -0.7015
C -1.89227 -5.06592 -2.03757 -0.6995
C -0.85438 -5.09539 -1.12401 -0.8914
C -0.68845 -4.06196 -0.21024 -0.2161
H -4.79161 -5.79187 4.55674 0.4259
H -3.95177 -5.16356 3.13866 0.2366
H -4.45238 -4.06597 4.45703 0.0377
H -0.71737 -3.90966 5.30204 0.3972
H -2.08980 -3.05219 4.65571 -0.1628
H -1.73091 -4.27015 2.43079 0.1698
H -0.35160 -5.06703 3.13360 0.4782
H 0.70611 -3.26999 2.03837 0.2456
H 0.56407 -2.71176 3.66858 0.7715
H 2.31322 -0.50987 4.80571 0.4274
H 2.28425 -0.63203 7.27229 0.4486
H 0.12615 -0.65527 8.47866 0.4170
H -1.99497 -0.54502 7.21822 0.4342
H -1.97148 -0.41772 4.76679 0.2189
H 1.21226 2.08164 1.86630 0.4289
H 0.25768 4.35493 1.80733 0.4695
H -2.13301 4.69546 2.34768 0.5125
H -3.56811 2.76594 2.90860 0.5884
H -2.63250 0.50939 2.97641 0.4428
H -3.17802 -2.55838 2.92509 -0.5555
H -5.58290 -2.29798 3.41665 0.3856
H -6.97239 -0.80517 2.01655 0.4055
H -5.94732 0.42844 0.13941 0.5266
H -3.54370 0.19940 -0.32981 0.4906
H -3.31651 -2.14558 -1.13911 0.3567
H -3.58910 -3.95280 -2.74120 0.4751
H -2.02104 -5.87467 -2.74415 0.4193
H -0.16313 -5.92753 -1.11254 0.4770
H 0.14121 -4.12349 0.46928 0.3552
C 1.40793 -1.26015 -3.97833 -1.6672
C 1.24740 -0.72860 -2.58412 0.4236
S -0.35650 -0.53662 -2.02783 -0.3556
C 2.28100 -0.48113 -1.72181 0.7756
C 3.72013 -0.76318 -2.05965 -1.4629
S 1.93380 0.14030 -0.16617 -0.1776
H 0.43985 -1.46475 -4.43274 0.4413
H 1.97913 -2.18950 -3.97665 0.3781
H 1.93826 -0.54455 -4.60846 0.3693
H 3.80999 -1.40299 -2.93460 0.3789
H 4.22219 -1.25107 -1.22387 0.3725
H 4.26024 0.16270 -2.26575 0.3141
N -2.98833 1.79705 -2.26644 -0.1426
C -2.50923 2.50663 -1.23417 0.5045
O -1.60883 2.09611 -0.50481 -0.6746
C -3.05168 3.89925 -1.04356 -1.4093
I -4.96148 3.90009 -0.09888 0.0844
H -2.56817 0.90510 -2.48672 0.0705
H -3.72339 2.15758 -2.85035 0.2071
H -3.18026 4.41466 -1.99122 0.6088
H -2.37317 4.44746 -0.40081 0.3870
```

Its total charge is +1. The calculation puts the total energy at -103107.433 eV. As for the energy above the lowest of the compared OMol25 structures with the same formula, charge and spin: 35.2 kJ/mol. Its spin multiplicity is 1.